Entry 1
This record from the OMol25 dataset describes an isolated molecule of C4H7NO. The level of theory is wB97M-V/def2-TZVPD.

```
! RIJCOSX wB97M-V def2-TZVPD def2/J DEFGRID3
* xyz 0 1
O 1.682 1.466 0.073
C 0.983 0.262 0.232
C -0.139 -0.145 1.248
N -0.552 -1.194 0.275
C -1.287 -0.475 -0.726
C 0.161 -0.268 -0.893
H 1.166 2.056 -0.487
H 1.752 -0.480 0.461
H -0.904 0.629 1.408
H 0.189 -0.548 2.210
H -2.001 0.293 -0.446
H -1.654 -1.186 -1.468
H 0.604 -0.410 -1.887
*
```

***

Entry 2
This record from the OMol25 dataset describes an isolated molecule of C4H7NO. The level of theory is wB97M-V/def2-TZVPD.

```
! RIJCOSX wB97M-V def2-TZVPD def2/J DEFGRID3
* xyz 0 1
C 1.301 1.208 0.278
C -0.020 0.571 -0.071
C -0.141 -0.407 -1.191
N -0.139 -0.844 0.194
C -1.282 -1.389 0.775
O -1.668 -2.513 0.581
H 1.372 1.397 1.354
H 1.427 2.160 -0.248
H 2.125 0.544 -0.001
H -0.907 1.172 0.139
H -1.091 -0.457 -1.720
H 0.732 -0.671 -1.783
H -1.800 -0.693 1.464
*
```

***

Entry 3
This record from the OMol25 dataset describes a 2-piece molecular cluster, C4H7NO overall. The level of theory is wB97M-V/def2-TZVPD.

```
! RIJCOSX wB97M-V def2-TZVPD def2/J DEFGRID3
* xyz 0 1
C -1.832 0.701 -1.236
C -0.636 0.229 -0.595
C 0.192 -0.238 -1.577
N -0.545 -0.256 -2.767
C -1.798 0.267 -2.519
H -2.642 1.047 -0.618
H -0.534 0.405 0.462
H 1.235 -0.465 -1.705
H -0.253 -0.455 -3.709
H -2.593 0.277 -3.244
O 3.315 -0.567 6.445
H 2.763 -0.351 5.698
H 3.540 0.281 6.840
*
```

***

Entry 4
This record from the OMol25 dataset describes a 2-piece molecular cluster, C4H7NO overall. The level of theory is wB97M-V/def2-TZVPD.

```
! RIJCOSX wB97M-V def2-TZVPD def2/J DEFGRID3
* xyz 0 1
C -1.012 -1.708 -0.161
C -1.715 -0.789 0.663
C -1.165 0.454 0.445
N -0.228 0.314 -0.536
C 0.003 -1.020 -0.778
H -1.317 -2.723 -0.348
H -2.347 -1.113 1.468
H -1.320 1.400 0.931
H 0.559 0.927 -0.693
H 0.661 -1.392 -1.539
O 2.476 1.572 -0.038
H 2.806 1.578 0.867
H 2.601 2.500 -0.282
*
```

***

Which of them is least stable? Easy: entry 1.

***

Entry 1
This record from the OMol25 dataset describes an isolated molecule of C4H7NO. The level of theory is wB97M-V/def2-TZVPD.

```
! RIJCOSX wB97M-V def2-TZVPD def2/J DEFGRID3
* xyz 0 1
N 1.819 -0.922 0.194
C 0.749 -0.085 0.000
C 0.510 1.228 0.212
C -0.965 1.164 0.108
C -0.647 -0.460 -0.338
O -1.192 -1.531 0.368
H 1.805 -1.794 -0.309
H 2.723 -0.486 0.282
H 1.163 2.079 0.306
H -1.515 1.117 1.045
H -1.459 1.810 -0.620
H -0.859 -0.525 -1.411
H -2.131 -1.595 0.162
*
```

***

Entry 2
This record from the OMol25 dataset describes an isolated molecule of C4H7NO. The level of theory is wB97M-V/def2-TZVPD.

```
! RIJCOSX wB97M-V def2-TZVPD def2/J DEFGRID3
* xyz 0 1
C -1.043 -0.467 1.141
C -0.316 -0.555 -0.209
C 1.150 -0.217 -0.183
C 1.303 1.090 -0.370
O 0.199 1.712 -0.852
N -0.823 0.478 -1.125
H -1.045 0.571 1.489
H -0.550 -1.087 1.898
H -2.086 -0.801 1.058
H -0.418 -1.571 -0.618
H 1.944 -0.935 -0.116
H 2.194 1.644 -0.066
H -0.508 0.139 -2.048
*
```

***

Entry 3
This record from the OMol25 dataset describes a 2-piece molecular cluster, C4H7NO overall. The level of theory is wB97M-V/def2-TZVPD.

```
! RIJCOSX wB97M-V def2-TZVPD def2/J DEFGRID3
* xyz 0 1
C -1.510 1.716 0.807
N -0.109 1.528 0.841
C 0.762 0.742 0.778
C 1.368 -0.768 -0.868
C 0.553 -1.905 -0.505
O -0.216 -0.750 -0.564
H -1.962 0.812 0.388
H -1.763 2.587 0.203
H -1.839 1.871 1.836
H 2.246 -0.471 -0.274
H 1.415 -0.425 -1.884
H 0.370 -2.646 -1.266
H 0.685 -2.290 0.507
*
```

***

Which of them is least stable? Easy: entry 3.